Record 1
{
  "formula": "C4H8O3Tl",
  "method": "ωB97M-V with the def2-TZVPD basis set",
  "symbols": ["H", "C", "H", "H", "C", "H", "H", "O", "C", "O", "Tl", "O", "C", "H", "H", "H"],
  "coordinates": [[0.359, -0.061, -4.456], [1.619, -0.390, -2.752], [1.438, 0.600, -2.328], [2.270, -1.091, -2.224], [1.027, -0.754, -3.940], [1.188, -1.752, -4.352], [2.205, -0.176, -3.916], [0.610, -0.856, 3.466], [-0.444, -0.185, 3.147], [-0.748, 0.723, 3.920], [-0.315, 1.715, 6.141], [-0.946, -0.428, 1.992], [-1.898, 0.507, 1.434], [-2.803, 0.513, 2.051], [-1.451, 1.506, 1.384], [-2.111, 0.131, 0.432]],
  "spin_multiplicity": 2,
  "molar_mass_g_mol": 308.49,
  "orbital_gap_ev": [10.3, 8.7],
  "total_charge": 2,
  "de_lowest_ev": 0.089
}



Record 2
{
  "formula": "C4H8O4",
  "method": "ωB97M-V with the def2-TZVPD basis set",
  "symbols": ["C", "C", "C", "O", "O", "H", "H", "H", "H", "O", "C", "O", "H", "H", "H", "H"],
  "coordinates": [[0.065, -1.146, -1.852], [0.346, -1.113, -0.541], [1.596, -0.169, -0.055], [2.596, -0.625, 0.420], [1.568, 1.093, -0.571], [-0.234, -2.064, -2.337], [0.105, -0.271, -2.487], [0.399, -2.046, 0.009], [0.682, 1.321, -0.890], [-1.727, 1.567, 0.526], [-1.315, 0.445, 1.223], [-0.230, 0.618, 2.006], [-1.474, 2.364, 1.014], [-2.138, -0.038, 1.757], [-0.856, -0.373, 0.323], [0.615, 0.436, 1.456]],
  "molar_mass_g_mol": 120.10,
  "orbital_gap_ev": 9.5,
  "smiles": "C=CC(=O)O.OCO",
  "de_lowest_ev": 4.344
}



Record 3
{
  "formula": "C4H8O4",
  "method": "ωB97M-V with the def2-TZVPD basis set",
  "symbols": ["C", "C", "C", "C", "H", "H", "H", "H", "H", "H", "H", "H", "O", "O", "O", "O"],
  "coordinates": [[-1.248, 0.887, -0.077], [-0.144, -0.097, 0.512], [1.197, 0.554, 0.403], [0.825, -0.461, -0.770], [-1.937, -0.244, -1.544], [-1.607, 1.317, 0.788], [-1.033, 1.601, -0.787], [-1.900, -0.901, 1.284], [2.230, 0.002, 0.794], [1.850, 2.221, -0.797], [0.665, 0.039, -1.578], [0.934, -2.026, 0.074], [-2.330, 0.112, -0.666], [-0.693, -1.228, 1.192], [1.232, 1.913, 0.264], [1.417, -1.710, -0.621]],
  "molar_mass_g_mol": 120.10,
  "orbital_gap_ev": 8.8,
  "de_lowest_ev": 8.058
}



Please write out number 3 again, unchanged.
{
  "formula": "C4H8O4",
  "method": "ωB97M-V with the def2-TZVPD basis set",
  "symbols": ["C", "C", "C", "C", "H", "H", "H", "H", "H", "H", "H", "H", "O", "O", "O", "O"],
  "coordinates": [[-1.248, 0.887, -0.077], [-0.144, -0.097, 0.512], [1.197, 0.554, 0.403], [0.825, -0.461, -0.770], [-1.937, -0.244, -1.544], [-1.607, 1.317, 0.788], [-1.033, 1.601, -0.787], [-1.900, -0.901, 1.284], [2.230, 0.002, 0.794], [1.850, 2.221, -0.797], [0.665, 0.039, -1.578], [0.934, -2.026, 0.074], [-2.330, 0.112, -0.666], [-0.693, -1.228, 1.192], [1.232, 1.913, 0.264], [1.417, -1.710, -0.621]],
  "molar_mass_g_mol": 120.10,
  "orbital_gap_ev": 8.8,
  "de_lowest_ev": 8.058
}